A.
{
  "formula": "C4H11NO2S",
  "method": "ωB97M-V/def2-TZVPD",
  "e_homo_ha": [-0.342, -0.327],
  "lumo_energy_ev": [-0.69, 0.05],
  "symbols": ["C", "C", "C", "C", "N", "O", "O", "S", "H", "H", "H", "H", "H", "H", "H", "H", "H", "H", "H"],
  "positions_angstrom": [[0.594, 1.942, -0.300], [1.968, -1.748, 0.422], [-2.572, 0.546, 0.276], [0.011, 0.744, -0.860], [1.967, -1.203, -0.807], [-1.068, -1.683, -0.071], [-0.390, 0.042, 1.487], [-0.977, -0.236, 0.223], [0.053, 1.979, 0.632], [1.636, 1.702, 0.053], [0.473, 2.748, -0.995], [2.367, -2.770, 0.510], [2.436, -0.957, 1.146], [0.997, -1.892, 0.834], [-2.423, 1.562, 0.025], [-3.307, 0.126, -0.512], [-2.976, 0.329, 1.264], [-0.256, 0.509, -1.840], [1.468, -1.740, -1.487]]
}


B.
{
  "formula": "C4H11NO2S",
  "method": "ωB97M-V/def2-TZVPD",
  "e_homo_ha": -0.327,
  "smiles": "N[C@@H](C=O)CCS.O",
  "lumo_energy_ev": 0.39,
  "symbols": ["N", "C", "C", "O", "C", "C", "S", "H", "H", "H", "H", "H", "H", "H", "H", "H", "O", "H", "H"],
  "positions_angstrom": [[2.367, -0.103, -0.075], [1.090, -0.241, 0.434], [0.685, 0.587, 1.657], [1.181, 1.625, 1.855], [0.050, 0.271, -0.623], [-0.474, -0.975, -1.464], [-1.267, -0.536, -3.145], [2.811, 0.821, 0.017], [3.029, -0.761, 0.508], [0.765, -1.276, 0.475], [-0.270, 0.214, 2.238], [-0.936, 0.678, -0.110], [0.544, 0.949, -1.228], [-1.231, -1.657, -0.964], [0.388, -1.711, -1.685], [-1.671, 0.727, -2.923], [-2.211, 0.110, 1.510], [-2.131, 0.402, 2.460], [-2.718, 0.876, 1.061]]
}


C.
{
  "formula": "C4H11NO2S",
  "method": "ωB97M-V/def2-TZVPD",
  "e_homo_ha": -0.318,
  "smiles": "NC(=O)CCCS.O",
  "lumo_energy_ev": 0.59,
  "symbols": ["N", "C", "O", "C", "C", "C", "S", "H", "H", "H", "H", "H", "H", "H", "H", "H", "O", "H", "H"],
  "positions_angstrom": [[-0.261, 2.309, 0.749], [-0.605, 1.259, -0.081], [-0.180, 1.203, -1.217], [-1.347, 0.094, 0.541], [-0.465, -1.079, 0.909], [0.405, -1.652, -0.222], [-0.344, -3.131, -0.995], [0.248, 3.055, 0.303], [-0.965, 2.614, 1.402], [-1.864, 0.440, 1.440], [-2.098, -0.082, -0.223], [0.248, -0.755, 1.678], [-0.990, -1.905, 1.372], [0.724, -1.007, -1.029], [1.359, -1.968, 0.211], [-1.625, -3.017, -0.624], [2.709, 0.791, -1.479], [2.376, 1.494, -2.057], [2.675, 1.337, -0.678]]
}


D.
{
  "formula": "C4H11NO2S",
  "method": "ωB97M-V/def2-TZVPD",
  "e_homo_ha": -0.334,
  "smiles": "CC(=O)NCCS.O",
  "lumo_energy_ev": 0.43,
  "symbols": ["C", "C", "O", "N", "C", "C", "S", "H", "H", "H", "H", "H", "H", "H", "H", "H", "O", "H", "H"],
  "positions_angstrom": [[-1.050, -2.877, -0.268], [-1.241, -1.395, -0.177], [-1.925, -0.566, -0.806], [-0.519, -0.877, 0.917], [-0.433, 0.593, 1.051], [0.971, 0.724, 1.626], [2.043, 1.445, 0.320], [-1.217, -3.451, -1.251], [-0.048, -3.060, 0.080], [-1.616, -3.357, 0.516], [0.026, -1.456, 1.571], [-0.541, 1.128, -0.077], [-1.215, 0.791, 1.814], [1.582, -0.262, 1.841], [1.210, 1.584, 2.343], [2.131, 0.227, -0.495], [-0.295, 1.367, -2.577], [-0.525, 0.418, -2.525], [-0.570, 1.771, -1.685]]
}


Q: What are the energies relative to the best structure? A: A 0.2013; B 0.0760; C 0.0000; D 0.0656, in hartree.


A.
{
  "formula": "C3H8S",
  "method": "ωB97M-V/def2-TZVPD",
  "e_homo_ha": -0.348,
  "lumo_energy_ev": -2.96,
  "symbols": ["C", "C", "S", "C", "H", "H", "H", "H", "H", "H", "H", "H"],
  "positions_angstrom": [[-0.132, -1.210, -0.239], [-0.708, 0.204, -0.404], [2.846, -0.558, -0.467], [-0.118, 1.180, 0.617], [-0.151, -1.505, 0.810], [0.964, -1.069, -0.447], [-0.489, -2.013, -0.872], [-1.790, 0.177, -0.251], [-0.432, 0.595, -1.384], [-0.491, 0.918, 1.612], [0.968, 1.092, 0.604], [-0.468, 2.190, 0.420]]
}


B.
{
  "formula": "C3H8S",
  "method": "ωB97M-V/def2-TZVPD",
  "e_homo_ha": -0.354,
  "lumo_energy_ev": -3.13,
  "symbols": ["C", "C", "C", "S", "H", "H", "H", "H", "H", "H", "H", "H"],
  "positions_angstrom": [[1.773, 0.957, 0.127], [1.255, -0.074, -0.876], [0.587, -1.315, -0.289], [-1.938, 0.232, 0.536], [2.475, 0.546, 0.875], [0.955, 1.328, 0.792], [2.200, 1.792, -0.445], [0.499, 0.464, -1.498], [2.106, -0.366, -1.636], [0.392, -2.016, -1.072], [1.103, -1.834, 0.545], [-0.413, -1.037, 0.099]]
}


C.
{
  "formula": "C3H8S",
  "method": "ωB97M-V/def2-TZVPD",
  "e_homo_ha": -0.339,
  "lumo_energy_ev": -2.52,
  "symbols": ["C", "C", "C", "S", "H", "H", "H", "H", "H", "H", "H", "H"],
  "positions_angstrom": [[1.378, -0.190, -0.064], [0.070, 0.032, -0.810], [-1.138, -0.353, 0.010], [-0.894, 1.592, 2.128], [1.643, -1.226, 0.158], [1.297, 0.168, 0.967], [2.206, 0.280, -0.590], [-0.022, 1.112, -0.916], [0.084, -0.420, -1.797], [-1.270, 0.400, 0.858], [-2.095, -0.078, -0.444], [-1.260, -1.317, 0.499]]
}


Q: What are the energies relative to the best structure? A: A 0.0025; B 0.0098; C 0.0000, in hartree.


A.
{
  "formula": "C4H11N2S",
  "method": "ωB97M-V/def2-TZVPD",
  "e_homo_ha": -0.494,
  "smiles": "C[C@@H](N)[C@H]([NH3+])C=S",
  "lumo_energy_ev": -4.47,
  "charge": 1,
  "symbols": ["C", "C", "N", "C", "N", "C", "S", "H", "H", "H", "H", "H", "H", "H", "H", "H", "H", "H"],
  "positions_angstrom": [[-1.393, -1.425, 0.069], [-0.553, -0.256, -0.425], [-1.307, 1.000, -0.581], [0.587, 0.102, 0.556], [0.895, 1.507, 0.357], [2.079, -0.803, 0.111], [3.226, 0.018, -0.615], [-1.774, -1.234, 1.069], [-0.803, -2.334, 0.086], [-2.234, -1.584, -0.597], [-0.121, -0.503, -1.400], [-1.741, 1.083, -1.491], [-2.036, 1.075, 0.122], [0.377, -0.166, 1.586], [-0.063, 1.775, -0.172], [1.755, 1.558, -0.246], [1.062, 2.037, 1.210], [2.044, -1.849, 0.357]]
}


B.
{
  "formula": "C4H11N2S",
  "method": "ωB97M-V/def2-TZVPD",
  "e_homo_ha": -0.461,
  "lumo_energy_ev": -2.99,
  "charge": 1,
  "symbols": ["C", "C", "C", "C", "N", "N", "S", "H", "H", "H", "H", "H", "H", "H", "H", "H", "H", "H"],
  "positions_angstrom": [[-1.698, -2.266, -0.749], [-0.607, -1.828, 0.095], [0.013, 2.168, 0.652], [2.335, 1.072, -0.338], [-0.067, -0.132, -0.371], [-2.030, -1.582, 0.512], [0.863, 0.583, 0.721], [-1.925, -1.707, -1.682], [-1.956, -3.271, -0.894], [0.089, -2.316, 0.720], [0.640, 2.878, 1.043], [-0.966, 2.164, 1.196], [-0.034, 2.306, -0.479], [3.006, 1.375, 0.437], [2.126, 1.892, -1.117], [2.762, 0.129, -0.911], [-2.543, -2.015, 1.282], [-2.242, -0.569, 0.406]]
}


C.
{
  "formula": "C4H11N2S",
  "method": "ωB97M-V/def2-TZVPD",
  "e_homo_ha": -0.434,
  "lumo_energy_ev": -4.60,
  "charge": 1,
  "symbols": ["C", "C", "C", "C", "N", "N", "S", "H", "H", "H", "H", "H", "H", "H", "H", "H", "H", "H"],
  "positions_angstrom": [[-3.180, 0.448, -0.012], [2.092, -0.293, -1.142], [2.072, 0.993, 0.885], [1.587, -0.242, 0.221], [-4.226, -0.338, 0.203], [-2.021, -0.087, -0.281], [-0.725, 0.870, -0.687], [-3.390, 1.449, 0.208], [1.508, -0.840, -1.817], [2.492, 0.602, -1.596], [3.034, -0.975, -1.393], [2.832, 0.707, 1.531], [1.174, 1.271, 1.571], [2.441, 1.844, 0.281], [1.198, -1.230, 0.575], [-5.131, 0.019, 0.064], [-4.176, -1.334, -0.023], [-2.147, -1.095, -0.309]]
}


Q: What are the energies relative to the best structure? A: A 0.0000; B 0.1374; C 0.0829, in hartree.


A.
{
  "formula": "C2H6O2",
  "method": "ωB97M-V/def2-TZVPD",
  "e_homo_ha": -0.341,
  "smiles": "OCCO",
  "lumo_energy_ev": 0.94,
  "symbols": ["O", "C", "C", "O", "H", "H", "H", "H", "H", "H"],
  "positions_angstrom": [[-1.206, 1.217, -0.255], [-0.841, -0.174, -0.039], [0.766, -0.731, 0.286], [1.212, 0.504, -0.257], [-1.020, 1.537, -1.156], [-1.390, -0.368, 0.862], [-1.081, -0.712, -0.944], [1.179, -0.879, 1.328], [1.353, -1.524, -0.274], [1.028, 1.130, 0.449]]
}


B.
{
  "formula": "C2H6O2",
  "method": "ωB97M-V/def2-TZVPD",
  "e_homo_ha": -0.375,
  "smiles": "OCCO",
  "lumo_energy_ev": 0.80,
  "symbols": ["O", "C", "C", "O", "H", "H", "H", "H", "H", "H"],
  "positions_angstrom": [[-0.877, 1.188, 0.101], [-0.729, -0.230, -0.018], [0.720, -0.579, 0.312], [1.543, 0.348, -0.349], [-1.154, 1.546, -0.750], [-1.428, -0.730, 0.662], [-0.940, -0.550, -1.045], [0.899, -0.576, 1.399], [0.936, -1.588, -0.057], [1.030, 1.171, -0.255]]
}


C.
{
  "formula": "C2H6O2",
  "method": "ωB97M-V/def2-TZVPD",
  "e_homo_ha": -0.338,
  "smiles": "OCCO",
  "lumo_energy_ev": 0.89,
  "symbols": ["O", "C", "C", "O", "H", "H", "H", "H", "H", "H"],
  "positions_angstrom": [[-1.240, 1.230, -0.120], [-0.850, -0.134, -0.077], [0.792, -0.680, 0.476], [1.275, 0.394, -0.322], [-1.100, 1.651, -0.988], [-1.525, -0.618, 0.587], [-0.808, -0.514, -1.111], [1.581, -0.780, 1.312], [0.908, -1.676, 0.007], [0.969, 1.128, 0.237]]
}


Q: What are the energies relative to the best structure? A: A 0.0761; B 0.0000; C 0.0921, in hartree.


A.
{
  "formula": "C2H2O2P",
  "method": "ωB97M-V/def2-TZVPD",
  "e_homo_ha": -0.100,
  "smiles": "O=C=CP[O-]",
  "lumo_energy_ev": 4.14,
  "charge": -1,
  "symbols": ["O", "C", "C", "P", "O", "H", "H"],
  "positions_angstrom": [[2.407, 0.131, 0.452], [1.312, 0.277, 0.031], [0.244, 0.549, -0.622], [-1.391, 0.085, 0.434], [-1.989, -1.015, -0.375], [0.017, 0.417, -1.633], [-0.599, -0.443, 1.713]]
}


B.
{
  "formula": "C2H2O2P",
  "method": "ωB97M-V/def2-TZVPD",
  "e_homo_ha": -0.099,
  "lumo_energy_ev": 3.78,
  "charge": -1,
  "symbols": ["C", "C", "O", "O", "P", "H", "H"],
  "positions_angstrom": [[-1.001, -0.126, 0.472], [-2.741, 2.176, 0.250], [-3.548, 1.726, -0.434], [-2.045, 2.782, 0.939], [-0.509, -0.386, -1.097], [-0.151, -0.047, 1.181], [0.914, -0.501, -1.166]]
}


Q: What are the energies relative to the best structure? A: A 0.0000; B 0.0402, in hartree.


A.
{
  "formula": "CH3NO3",
  "method": "ωB97M-V/def2-TZVPD",
  "e_homo_ha": [-0.223, -0.386],
  "lumo_energy_ev": [0.54, -3.34],
  "multiplicity": 3,
  "symbols": ["C", "N", "O", "O", "O", "H", "H", "H"],
  "positions_angstrom": [[0.686, -0.050, 0.057], [1.725, -0.717, -0.196], [-1.592, 0.555, -0.450], [0.525, 0.689, 1.158], [-0.392, -0.154, -0.851], [-0.294, 1.107, 1.366], [1.541, -1.274, -1.049], [-2.197, -0.157, -0.034]]
}


B.
{
  "formula": "CH3NO3",
  "method": "ωB97M-V/def2-TZVPD",
  "e_homo_ha": [-0.227, -0.381],
  "lumo_energy_ev": [0.40, -2.90],
  "multiplicity": 3,
  "symbols": ["C", "N", "O", "O", "O", "H", "H", "H"],
  "positions_angstrom": [[0.584, -0.278, 0.676], [1.542, -1.020, 0.513], [-0.585, 1.311, -1.193], [0.182, -0.185, 1.948], [0.031, 0.120, -0.918], [-0.176, 0.692, 2.357], [1.918, -1.119, -0.406], [-1.478, 1.140, -0.886]]
}


Q: What are the energies relative to the best structure? A: A 0.0000; B 0.0343, in hartree.